Run a
This record from OMol25 describes a cluster of 2 separate species, C4H12 in total. The level of theory is ωB97M-V/def2-TZVPD.

Geometry as ORCA input:
```
! RIJCOSX wB97M-V def2-TZVPD def2/J DEFGRID3
* xyz -1 2
C -2.325 0.478 0.992
C -1.576 -0.852 1.221
H -1.607 1.268 0.768
H -2.934 0.796 1.837
H -2.967 0.462 0.103
H -1.152 -0.673 2.218
H -2.152 -1.744 1.050
H -0.666 -0.841 0.631
C 1.346 0.145 -0.602
C 2.470 0.220 -1.628
H 0.376 0.305 -1.076
H 1.518 0.725 0.307
H 1.253 -0.869 -0.199
H 3.468 0.211 -1.170
H 2.570 -0.722 -2.181
H 2.378 1.093 -2.269
*
```

Output
HOMO energy (alpha / beta) ... 0.0559 / -0.2809 hartree
HOMO-LUMO gap (alpha / beta) ... 2.75 / 11.99 eV
Lowest unoccupied orbital energy (alpha / beta) ... 4.27 / 4.35 eV

Results of the Löwdin charge analysis, in e, for atoms 1 through 6: C -0.28; C -0.25; H 0.03; H 0.04; H 0.04; H 0.05

---

Run b
This record from OMol25 describes a cluster of 2 separate species, C4H12 in total. The level of theory is ωB97M-V/def2-TZVPD.

Geometry as ORCA input:
```
! RIJCOSX wB97M-V def2-TZVPD def2/J DEFGRID3
* xyz -1 2
C -0.103 1.801 -0.431
C 0.825 1.806 -1.729
H 0.405 2.390 0.347
H -1.092 1.938 -0.772
H 0.197 1.059 0.184
H 0.702 0.828 -2.199
H 1.914 2.239 -1.323
H 0.693 2.678 -2.435
C -0.686 -2.118 1.683
C -0.094 -1.547 0.455
H -0.158 -2.904 2.176
H -0.954 -1.321 2.470
H -1.623 -2.649 1.446
H 0.947 -1.800 0.284
H -0.096 -0.522 0.482
H -0.587 -1.586 -0.525
*
```

Output
HOMO energy (alpha / beta) ... 0.0559 / -0.2551 hartree
HOMO-LUMO gap (alpha / beta) ... 2.69 / 11.25 eV
Lowest unoccupied orbital energy (alpha / beta) ... 4.21 / 4.31 eV

Results of the Löwdin charge analysis, in e, for atoms 1 through 6: C -0.39; C -0.34; H 0.02; H 0.01; H -0.04; H 0.02

---

Run c
This record from OMol25 describes a cluster of 2 separate species, C4H12 in total. The level of theory is ωB97M-V/def2-TZVPD.

Geometry as ORCA input:
```
! RIJCOSX wB97M-V def2-TZVPD def2/J DEFGRID3
* xyz -1 2
C -1.706 -1.761 -0.792
C -2.311 -0.830 0.298
H -0.743 -1.361 -1.121
H -1.270 -2.565 -0.168
H -2.406 -2.266 -1.441
H -3.307 -1.122 0.611
H -2.461 0.142 -0.194
H -1.633 -0.646 1.128
C 1.965 1.205 0.950
C 1.986 1.419 -0.558
H 1.730 2.096 1.543
H 1.139 0.534 1.201
H 2.913 0.811 1.322
H 2.568 2.309 -0.808
H 0.992 1.466 -0.997
H 2.545 0.570 -0.973
*
```

Output
HOMO energy (alpha / beta) ... 0.0558 / -0.2693 hartree
HOMO-LUMO gap (alpha / beta) ... 2.94 / 11.82 eV
Lowest unoccupied orbital energy (alpha / beta) ... 4.45 / 4.50 eV

Results of the Löwdin charge analysis, in e, for atoms 1 through 6: C -0.34; C -0.34; H 0.03; H 0.02; H 0.03; H 0.02

---

run a ends up most stable, edging out the next structure by 6.6 kJ/mol.

---

Run a
This record from OMol25 describes a cluster of 2 separate species, C4H12 in total. The level of theory is ωB97M-V/def2-TZVPD.

Geometry as ORCA input:
```
! RIJCOSX wB97M-V def2-TZVPD def2/J DEFGRID3
* xyz -1 2
C -2.284 -2.123 0.883
C -1.145 -1.343 0.255
H -1.914 -3.055 1.328
H -2.762 -1.588 1.698
H -2.993 -2.420 0.120
H -1.442 -0.411 -0.230
H -0.598 -1.947 -0.473
H -0.403 -0.999 0.987
C 2.098 1.892 0.074
C 1.323 1.544 -1.189
H 3.052 1.357 0.130
H 2.376 2.948 0.060
H 1.525 1.628 0.958
H 0.718 0.640 -1.160
H 1.905 1.571 -2.111
H 0.544 2.306 -1.332
*
```

Output
HOMO energy (alpha / beta) ... 0.0559 / -0.2860 hartree
HOMO-LUMO gap (alpha / beta) ... 2.75 / 12.15 eV
Lowest unoccupied orbital energy (alpha / beta) ... 4.27 / 4.37 eV

Results of the Löwdin charge analysis, in e, for atoms 1 through 6: C -0.33; C -0.46; H 0.04; H 0.03; H 0.03; H 0.02

---

Run b
This record from OMol25 describes a cluster of 2 separate species, C4H12 in total. The level of theory is ωB97M-V/def2-TZVPD.

Geometry as ORCA input:
```
! RIJCOSX wB97M-V def2-TZVPD def2/J DEFGRID3
* xyz -1 2
C 1.501 2.042 -0.586
C 1.873 1.593 0.818
H 0.481 2.415 -0.716
H 2.051 2.912 -0.969
H 1.556 1.230 -1.314
H 2.601 2.210 1.347
H 2.261 0.576 0.848
H 0.968 1.674 1.427
C -1.020 -1.981 -0.498
C -2.346 -1.647 0.234
H -0.561 -2.854 -0.010
H -1.268 -2.074 -1.550
H -0.190 -1.306 -0.275
H -2.142 -1.536 1.300
H -2.999 -2.515 0.130
H -2.768 -0.739 -0.185
*
```

Output
HOMO energy (alpha / beta) ... 0.0565 / -0.2838 hartree
HOMO-LUMO gap (alpha / beta) ... 2.82 / 12.20 eV
Lowest unoccupied orbital energy (alpha / beta) ... 4.35 / 4.48 eV

Results of the Löwdin charge analysis, in e, for atoms 1 through 6: C -0.34; C -0.35; H 0.02; H 0.03; H 0.03; H 0.03

---

run a ends up most stable, edging out the next structure by 30.4 kJ/mol.

---

Run a
This record from OMol25 describes a cluster of 2 separate species, C4H12 in total. The level of theory is ωB97M-V/def2-TZVPD.

Geometry as ORCA input:
```
! RIJCOSX wB97M-V def2-TZVPD def2/J DEFGRID3
* xyz -1 2
C 0.433 1.358 0.333
C 1.348 2.604 0.646
H -0.429 1.664 -0.305
H 0.835 0.459 0.025
H -0.239 1.192 1.248
H 0.866 3.024 1.454
H 2.393 2.338 0.874
H 1.606 3.366 -0.121
C -0.748 -2.288 0.224
C -0.848 -1.744 -1.293
H 0.271 -2.620 0.602
H -1.053 -1.567 0.997
H -1.633 -2.969 0.261
H -1.716 -2.264 -1.843
H 0.037 -1.900 -1.751
H -1.124 -0.652 -1.354
*
```

Output
HOMO energy (alpha / beta) ... 0.0555 / -0.2667 hartree
HOMO-LUMO gap (alpha / beta) ... 2.77 / 11.76 eV
Lowest unoccupied orbital energy (alpha / beta) ... 4.28 / 4.50 eV

Results of the Löwdin charge analysis, in e, for atoms 1 through 6: C -0.38; C -0.32; H 0.02; H -0.01; H 0.04; H 0.00

---

Run b
This record from OMol25 describes a cluster of 2 separate species, C4H12 in total. The level of theory is ωB97M-V/def2-TZVPD.

Geometry as ORCA input:
```
! RIJCOSX wB97M-V def2-TZVPD def2/J DEFGRID3
* xyz -1 2
C -0.646 0.125 -1.464
C -1.061 -1.303 -0.942
H -0.889 0.360 -2.502
H -1.320 0.906 -0.992
H 0.457 0.483 -1.547
H -0.695 -2.148 -1.720
H -2.139 -1.126 -0.827
H -0.724 -1.589 0.027
C 0.231 0.333 1.497
C 1.507 0.756 0.931
H -0.468 1.212 1.399
H -0.530 -0.452 1.174
H 0.290 -0.003 2.587
H 1.600 0.923 -0.223
H 2.315 0.152 1.404
H 1.917 1.816 1.087
*
```

Output
HOMO energy (alpha / beta) ... 0.0570 / -0.2330 hartree
HOMO-LUMO gap (alpha / beta) ... 2.86 / 10.77 eV
Lowest unoccupied orbital energy (alpha / beta) ... 4.41 / 4.43 eV

Results of the Löwdin charge analysis, in e, for atoms 1 through 6: C -0.44; C -0.30; H -0.02; H 0.02; H 0.02; H 0.07

---

Run c
This record from OMol25 describes a cluster of 2 separate species, C4H12 in total. The level of theory is ωB97M-V/def2-TZVPD.

Geometry as ORCA input:
```
! RIJCOSX wB97M-V def2-TZVPD def2/J DEFGRID3
* xyz -1 2
C -1.127 0.656 1.691
C -0.690 1.674 0.624
H -1.106 -0.385 1.391
H -0.736 0.885 2.680
H -2.209 0.819 1.807
H 0.387 1.851 0.703
H -1.162 2.634 0.845
H -0.955 1.355 -0.379
C 1.088 -1.137 -0.407
C 0.794 -1.214 -1.919
H 1.348 -2.159 -0.119
H 1.974 -0.520 -0.247
H 0.287 -0.708 0.186
H -0.165 -1.712 -2.090
H 0.691 -0.232 -2.379
H 1.581 -1.808 -2.388
*
```

Output
HOMO energy (alpha / beta) ... 0.0590 / -0.2773 hartree
HOMO-LUMO gap (alpha / beta) ... 2.75 / 12.04 eV
Lowest unoccupied orbital energy (alpha / beta) ... 4.35 / 4.50 eV

Results of the Löwdin charge analysis, in e, for atoms 1 through 6: C -0.35; C -0.40; H 0.02; H 0.03; H 0.02; H 0.02

---

run c ends up most stable, edging out the next structure by 99.9 kJ/mol.

---

Run a
This record from OMol25 describes an isolated molecule of C5H7NO2. The level of theory is ωB97M-V/def2-TZVPD.

Geometry as ORCA input:
```
! RIJCOSX wB97M-V def2-TZVPD def2/J DEFGRID3
* xyz 0 1
C 2.470 0.349 -0.016
C 1.296 -0.642 -0.078
C -1.116 -0.596 0.351
C -2.390 0.117 0.111
C -3.299 0.857 -0.290
H 1.099 1.414 0.317
H 1.222 -1.136 0.903
H 1.585 -1.363 -0.894
H -0.189 0.249 -1.147
H -1.171 -1.616 -0.090
H -1.022 -0.705 1.423
H -4.216 1.416 -0.471
N 0.005 0.150 -0.172
O 2.110 1.560 0.288
O 3.614 -0.054 -0.236
*
```

Output
HOMO energy ... -0.3705 hartree
HOMO-LUMO gap ... 10.65 eV
SMILES ... C#CCNCC(=O)O
Lowest unoccupied orbital energy ... 0.57 eV

Results of the Löwdin charge analysis, in e, for atoms 1 through 6: C -0.55; C -0.09; C -0.26; C -0.11; C 0.11; H 0.11

---

Run b
This record from OMol25 describes a structure of composition C5H7NO2. The level of theory is ωB97M-V/def2-TZVPD.

Geometry as ORCA input:
```
! RIJCOSX wB97M-V def2-TZVPD def2/J DEFGRID3
* xyz 0 1
C 0.910 1.030 -0.088
C -0.137 1.869 -0.727
C 1.053 -1.003 -0.016
C -0.232 -1.664 -0.225
C -1.258 -1.730 0.623
N 0.762 0.529 1.169
O -0.313 0.733 1.767
O 2.158 -1.369 -0.204
H 1.934 1.053 -0.437
H -0.266 -2.166 -1.189
H 0.054 1.990 -1.792
H -1.121 1.425 -0.560
H -0.165 2.860 -0.262
H -2.155 -2.263 0.331
H -1.225 -1.293 1.609
*
```

Output
HOMO energy (alpha / beta) ... -0.3202 / -0.3203 hartree
HOMO-LUMO gap (alpha / beta) ... 8.51 / 8.51 eV
Lowest unoccupied orbital energy (alpha / beta) ... -0.21 / -0.21 eV

Results of the Löwdin charge analysis, in e, for atoms 1 through 6: C -0.19; C -0.06; C -0.27; C -0.09; C 0.07; N -0.14

---

run a ends up most stable, edging out the next structure by 240.9 kJ/mol.

---

Run a
This record from OMol25 describes a structure of composition C5H7NO2. The level of theory is ωB97M-V/def2-TZVPD.

Geometry as ORCA input:
```
! RIJCOSX wB97M-V def2-TZVPD def2/J DEFGRID3
* xyz 0 1
C -1.523 -0.159 0.057
C 0.192 0.829 -0.278
C 1.667 1.016 0.123
C 2.077 -0.484 -0.055
C -0.077 -0.493 0.360
H -1.774 1.857 -0.488
H 0.141 0.755 -1.396
H 1.777 1.407 1.115
H 2.169 1.661 -0.582
H 2.592 -0.927 0.883
H 2.797 -0.810 -0.894
H 0.116 -0.573 1.418
N -1.203 1.226 0.145
O -2.582 -0.719 -0.087
O 0.905 -1.308 -0.202
*
```

Output
HOMO energy ... -0.3577 hartree
HOMO-LUMO gap ... 10.51 eV
Lowest unoccupied orbital energy ... 0.78 eV

Results of the Löwdin charge analysis, in e, for atoms 1 through 6: C -0.39; C -0.24; C -0.08; C -0.17; C -0.25; H 0.16

---

Run b
This record from OMol25 describes an isolated molecule of C5H7NO2. The level of theory is ωB97M-V/def2-TZVPD.

Geometry as ORCA input:
```
! RIJCOSX wB97M-V def2-TZVPD def2/J DEFGRID3
* xyz 0 1
C -1.233 0.252 0.917
C -0.354 0.590 -0.275
C 1.683 0.632 -1.072
C 1.837 -0.608 -0.554
C 0.200 -0.203 0.827
H -3.228 -0.126 0.372
H -2.145 -1.334 0.063
H -1.475 0.931 1.728
H -0.596 -0.022 -1.157
H 2.524 1.052 -1.640
H 2.673 -1.241 -0.863
H 0.862 0.419 1.422
N -2.385 -0.601 0.730
O 0.643 1.512 -0.804
O 0.994 -1.253 0.305
*
```

Output
HOMO energy ... -0.3119 hartree
HOMO-LUMO gap ... 9.44 eV
SMILES ... NC1[C@H]2OC=CO[C@H]12
Lowest unoccupied orbital energy ... 0.96 eV

Results of the Löwdin charge analysis, in e, for atoms 1 through 6: C -0.20; C -0.20; C -0.13; C -0.14; C -0.21; H 0.09

---

Run c
This record from OMol25 describes an isolated molecule of C5H7NO2. The level of theory is ωB97M-V/def2-TZVPD.

Geometry as ORCA input:
```
! RIJCOSX wB97M-V def2-TZVPD def2/J DEFGRID3
* xyz 0 1
C -1.202 0.369 0.521
C -0.195 -0.787 0.639
C -0.088 0.513 -0.711
C 1.138 0.857 -0.217
C 1.113 -0.300 0.778
H -2.293 -0.879 -0.675
H -1.414 1.143 1.119
H -0.600 -1.741 0.912
H -0.650 1.077 -1.424
H 1.711 1.725 -0.069
H 1.520 -0.842 -1.214
H 1.610 0.109 1.674
N 1.950 -0.352 -0.355
O -2.377 0.057 -0.152
O -0.222 -0.948 -0.826
*
```

Output
HOMO energy ... -0.3192 hartree
HOMO-LUMO gap ... 9.56 eV
Lowest unoccupied orbital energy ... 0.88 eV

Results of the Löwdin charge analysis, in e, for atoms 1 through 6: C -0.17; C -0.21; C -0.24; C -0.18; C -0.23; H 0.19

---

run a ends up most stable, edging out the next structure by 131.8 kJ/mol.

---

Run a
This record from OMol25 describes an isolated molecule of C5H7NO2. The level of theory is ωB97M-V/def2-TZVPD.

Geometry as ORCA input:
```
! RIJCOSX wB97M-V def2-TZVPD def2/J DEFGRID3
* xyz 0 1
C -0.628 -1.477 0.295
C -1.232 0.974 -0.190
C -0.142 -0.126 -0.091
N -1.160 1.939 0.763
C 2.239 -0.708 -0.607
C 1.047 0.284 -0.516
O -2.102 0.940 -1.043
O 2.260 -1.832 -0.136
H -1.894 2.636 0.787
H -0.497 1.903 1.523
H 3.124 -0.284 -1.118
H 1.275 1.282 -0.867
H -0.191 -1.799 1.246
H -0.385 -2.217 -0.474
H -1.714 -1.516 0.429
*
```

Output
HOMO energy ... -0.3542 hartree
HOMO-LUMO gap ... 9.76 eV
SMILES ... C/C(=C\C=O)C(N)=O
Lowest unoccupied orbital energy ... 0.12 eV

Results of the Löwdin charge analysis, in e, for atoms 1 through 6: C -0.03; C -0.52; C -0.20; N 0.17; C -0.22; C -0.01

---

Run b
This record from OMol25 describes a structure of composition C5H7NO2. The level of theory is ωB97M-V/def2-TZVPD.

Geometry as ORCA input:
```
! RIJCOSX wB97M-V def2-TZVPD def2/J DEFGRID3
* xyz 0 1
C 1.784 0.146 -0.197
C 0.060 -0.638 0.277
C -1.362 -0.968 -0.324
C -0.915 1.404 0.210
C 0.313 0.708 -0.364
H 2.104 -1.730 0.425
H -0.102 -0.368 1.340
H -1.317 -1.346 -1.291
H -1.572 -1.777 0.639
H -1.191 2.510 -0.114
H -0.721 1.424 1.314
H 0.504 0.710 -1.498
N 1.365 -1.082 -0.039
O 2.878 0.686 -0.135
O -1.826 0.321 -0.244
*
```

Output
HOMO energy ... -0.3464 hartree
HOMO-LUMO gap ... 10.16 eV
Lowest unoccupied orbital energy ... 0.73 eV

Results of the Löwdin charge analysis, in e, for atoms 1 through 6: C -0.49; C -0.30; C -0.16; C -0.09; C -0.13; H 0.21

---

Run c
This record from OMol25 describes a cluster of 2 separate species, C5H7NO2 in total. The level of theory is ωB97M-V/def2-TZVPD.

Geometry as ORCA input:
```
! RIJCOSX wB97M-V def2-TZVPD def2/J DEFGRID3
* xyz 0 1
C -2.586 -1.127 0.625
C 1.346 -0.161 -0.644
C -1.217 1.231 -0.898
C -1.839 -0.092 1.057
C 1.973 -0.294 0.506
N -1.498 1.021 0.307
O -3.553 -1.626 0.206
O 3.252 -0.654 0.729
H 0.259 0.003 -0.808
H 2.015 -0.145 -1.498
H -0.789 2.291 -0.973
H -1.245 0.574 -1.829
H -1.245 -0.108 1.953
H 1.423 -0.447 1.381
H 3.704 -0.466 -0.115
*
```

Output
HOMO energy ... -0.3183 hartree
HOMO-LUMO gap ... 8.99 eV
SMILES ... C=NC=C=O.C=CO
Lowest unoccupied orbital energy ... 0.33 eV

Results of the Löwdin charge analysis, in e, for atoms 1 through 6: C -0.13; C 0.01; C -0.11; C -0.17; C -0.30; N -0.05

---

Run d
This record from OMol25 describes a cluster of 2 separate species, C5H7NO2 in total. The level of theory is ωB97M-V/def2-TZVPD.

Geometry as ORCA input:
```
! RIJCOSX wB97M-V def2-TZVPD def2/J DEFGRID3
* xyz 0 1
C -1.586 0.476 0.625
C 2.704 0.376 -1.171
C -2.191 -0.765 1.222
N 1.358 0.048 -0.783
C -0.476 1.048 1.085
C 0.471 -0.591 -1.314
O 0.022 1.656 1.969
O -0.349 -1.357 -1.617
H -2.076 0.929 -0.223
H 3.034 -0.137 -2.075
H 2.792 1.438 -1.406
H 3.385 0.115 -0.361
H -2.078 -1.579 0.505
H -1.740 -1.000 2.184
H -3.270 -0.656 1.361
*
```

Output
HOMO energy ... -0.3048 hartree
HOMO-LUMO gap ... 8.89 eV
SMILES ... CC=C=O.CN=C=O
Lowest unoccupied orbital energy ... 0.60 eV

Results of the Löwdin charge analysis, in e, for atoms 1 through 6: C -0.17; C -0.09; C -0.09; N 0.05; C -0.20; C -0.34

---

run a ends up most stable, edging out the next structure by 154.9 kJ/mol.